No. 1
80
Properties=species:S:1:pos:R:3:mulliken_charge:R:1 method="wB97M-V/def2-TZVPD" charge=0 smiles=BrCCBr.BrCCBr.BrCCBr.BrCCBr.BrCCBr.BrCCBr.BrCCBr.BrCCBr.BrCCBr.BrCCBr e_above_lowest_ev=1.712 multiplicity=1 e_homo_ha=-0.3676 fmax_ev_per_a=2.06
Br -1.121 -2.093 -3.139 -0.045
C -2.116 -2.056 -4.826 -0.597
C -2.191 -0.551 -5.279 -0.544
Br -2.898 -0.356 -7.064 -0.159
H -3.082 -2.546 -4.705 0.397
H -1.509 -2.645 -5.513 0.389
H -1.170 -0.227 -5.481 0.230
H -2.689 0.149 -4.607 0.385
Br -0.823 0.313 4.726 -0.114
C -1.452 1.510 6.123 -0.603
C -2.346 0.820 7.216 -0.560
Br -2.692 2.117 8.710 -0.170
H -1.978 2.344 5.659 0.393
H -0.574 1.950 6.595 0.366
H -1.885 -0.012 7.750 0.352
H -3.300 0.488 6.806 0.372
Br -6.126 3.469 0.273 -0.178
C -5.905 1.763 -0.786 -0.501
C -4.746 1.010 -0.164 -0.447
Br -4.344 -0.798 -0.915 -0.142
H -5.816 1.998 -1.846 0.372
H -6.813 1.177 -0.638 0.368
H -4.865 0.844 0.906 0.418
H -3.854 1.624 -0.287 0.101
Br 0.775 3.724 -3.382 -0.135
C 2.025 3.798 -1.819 -0.317
C 3.403 3.655 -2.420 -0.481
Br 4.662 3.478 -0.838 -0.205
H 1.809 3.044 -1.061 -0.037
H 1.736 4.738 -1.350 0.345
H 3.499 4.555 -3.028 0.461
H 3.645 2.835 -3.097 0.355
Br 1.634 0.224 -2.782 -0.045
C 2.450 -1.619 -2.615 -0.226
C 3.336 -1.916 -3.871 -0.566
Br 4.331 -3.596 -3.451 -0.184
H 1.609 -2.312 -2.595 0.202
H 2.915 -1.697 -1.632 0.095
H 4.021 -1.090 -4.066 0.403
H 2.634 -2.109 -4.682 0.352
Br -0.288 7.368 -1.990 -0.189
C -0.877 7.294 -0.069 -0.585
C -0.329 5.997 0.533 -0.453
Br -0.580 6.029 2.510 -0.139
H -1.967 7.307 -0.040 0.411
H -0.477 8.175 0.433 0.415
H 0.741 6.009 0.325 0.285
H -0.777 5.111 0.082 0.202
Br 5.296 1.701 4.671 -0.179
C 5.285 1.181 2.733 -0.508
C 4.207 0.187 2.459 -0.476
Br 4.415 -0.589 0.663 -0.118
H 6.245 0.676 2.630 0.365
H 5.257 2.068 2.100 0.239
H 3.210 0.619 2.551 0.291
H 4.136 -0.705 3.082 0.393
Br -2.455 -5.637 -2.627 -0.207
C -3.100 -4.903 -0.861 -0.442
C -1.887 -4.416 -0.132 0.199
Br -2.478 -3.840 1.698 -0.154
H -3.566 -5.748 -0.357 0.444
H -3.830 -4.115 -1.047 0.268
H -1.425 -3.524 -0.555 -0.314
H -1.132 -5.166 0.100 0.136
Br 0.745 -2.044 0.630 -0.100
C -0.371 -0.456 0.308 -0.188
C 0.115 0.778 1.007 -0.248
Br -1.168 2.375 0.577 -0.149
H -1.369 -0.711 0.663 0.316
H -0.428 -0.384 -0.778 0.072
H 1.090 1.028 0.589 0.248
H 0.126 0.661 2.091 0.100
Br 0.381 -7.558 1.484 -0.170
C 2.099 -6.742 0.867 -0.646
C 2.285 -5.326 1.442 0.087
Br 4.045 -4.536 0.839 -0.144
H 2.094 -6.701 -0.222 0.366
H 2.811 -7.499 1.195 0.394
H 2.276 -5.240 2.529 0.400
H 1.455 -4.729 1.065 -0.320

No. 2
22
Properties=species:S:1:pos:R:3:mulliken_charge:R:1 method="wB97M-V/def2-TZVPD" charge=0 e_above_lowest_ev=1.842 multiplicity=1 e_homo_ha=-0.3023 fmax_ev_per_a=2.04
C -2.967 -1.200 0.251 -1.137
C -1.721 -0.737 -0.491 -0.312
C -1.259 0.479 -0.261 0.662
C -2.108 1.619 0.054 -1.393
O 0.100 0.869 -0.255 -0.343
C 1.083 -0.146 -0.114 -0.497
C 2.446 0.459 0.093 -0.346
C 3.633 -0.454 0.009 -1.232
H -3.822 -1.410 -0.516 0.231
H -3.269 -0.519 1.106 0.350
H -2.743 -2.138 0.761 0.338
H -1.120 -1.394 -1.092 0.395
H -3.202 1.468 -0.078 0.371
H -1.839 2.385 -0.639 0.389
H -1.939 2.133 1.001 0.310
H 0.917 -0.859 0.714 0.315
H 0.942 -0.781 -0.972 0.305
H 2.472 0.933 1.070 0.289
H 2.562 1.318 -0.578 0.305
H 3.783 -0.767 -1.027 0.303
H 3.533 -1.333 0.626 0.335
H 4.519 0.076 0.340 0.362

No. 3
22
Properties=species:S:1:pos:R:3:mulliken_charge:R:1 method="wB97M-V/def2-TZVPD" charge=+1 smiles="C[C@@H](N)C/C(N)=C/[NH3+]" e_above_lowest_ev=2.960 multiplicity=1 e_homo_ha=-0.4420 fmax_ev_per_a=3.30
C -1.385 1.737 0.560 -1.352
C -1.363 0.206 0.825 0.440
N -2.638 -0.393 1.307 -0.563
C -0.830 -0.512 -0.499 -1.151
C 0.646 -0.427 -0.795 0.982
N 0.913 -0.040 -2.103 -0.454
C 1.619 -0.917 0.071 -0.876
N 3.105 -0.798 0.100 -0.228
H -0.376 2.045 0.425 0.393
H -1.946 2.205 -0.285 0.273
H -1.859 2.215 1.392 0.381
H -0.562 -0.035 1.508 0.147
H -2.791 0.055 2.193 0.248
H -3.441 -0.534 0.750 0.190
H -1.493 -0.131 -1.304 0.338
H -1.293 -1.551 -0.423 0.339
H 0.151 0.082 -2.781 0.250
H 1.756 0.474 -2.256 0.159
H 1.387 -1.424 0.987 0.442
H 3.443 -0.387 0.975 0.367
H 3.477 -0.171 -0.559 0.314
H 3.482 -1.699 -0.089 0.360

No. 4
24
Properties=species:S:1:pos:R:3:mulliken_charge:R:1 method="wB97M-V/def2-TZVPD" charge=0 e_above_lowest_ev=7.299 multiplicity=1 e_homo_ha="-0.2491 / -0.2490" fmax_ev_per_a=4.89
C 2.223 0.285 1.306 -0.659
C 0.946 0.609 1.576 -0.362
C 1.162 0.641 -0.658 -0.345
C 2.359 0.400 -0.098 0.506
C -2.111 1.733 -0.061 -0.452
C -1.014 1.094 0.218 0.532
C 3.610 0.061 -0.820 -1.223
C -3.305 0.928 -0.610 -0.652
C -1.449 -2.618 0.096 -0.788
N 0.261 0.861 0.405 0.138
O -0.836 -1.530 0.663 -0.547
H 3.012 0.272 2.032 0.429
H 0.537 0.787 2.609 0.347
H 0.686 0.635 -1.661 0.324
H -2.241 2.767 -0.149 0.431
H 4.153 -0.627 -0.207 0.366
H 3.218 -0.517 -1.747 0.298
H 4.223 0.877 -1.092 0.273
H -3.022 -0.131 -0.527 0.085
H -4.114 1.093 0.120 0.282
H -3.563 1.311 -1.626 0.296
H -0.975 -2.902 -0.767 0.289
H -2.523 -2.542 0.146 0.247
H -1.239 -3.484 0.851 0.186

No. 5
12
Properties=species:S:1:pos:R:3:mulliken_charge:R:1 method="wB97M-V/def2-TZVPD" charge=0 e_above_lowest_ev=3.233 multiplicity=1 e_homo_ha=-0.3234 fmax_ev_per_a=1.72
C -1.316 -0.709 -0.178 -1.137
C -0.313 1.103 0.682 -0.493
C 0.060 -0.321 0.606 0.310
C 1.333 -0.350 -0.178 -0.262
N 1.640 0.814 -0.605 -0.592
N 0.612 1.624 -0.101 0.171
H -2.188 -0.685 0.478 0.318
H -1.560 -0.137 -1.074 0.351
H -1.120 -1.724 -0.469 0.353
H 0.043 -0.915 1.505 0.348
H 1.965 -1.190 -0.421 0.436
H 0.683 2.593 -0.330 0.197

No. 6
66
Properties=species:S:1:pos:R:3:lowdin_spin:R:1 method="wB97M-V/def2-TZVPD" charge=+4 s2=6.034 e_above_lowest_ev=0.312 multiplicity=5 e_homo_ha="-0.6647 / -0.7755" fmax_ev_per_a=4.79
P 2.791 -0.611 -0.021 0.370
C 3.458 -0.682 1.665 0.058
H 4.522 -0.949 1.588 0.015
H 2.932 -1.456 2.237 0.001
H 3.359 0.292 2.165 0.000
C 2.959 -2.332 -0.581 0.042
H 3.021 -2.402 -1.673 0.000
H 2.086 -2.895 -0.211 0.003
H 3.864 -2.747 -0.120 0.009
C 3.832 0.656 -0.805 0.042
H 4.809 0.215 -1.003 0.011
H 3.962 1.477 -0.082 0.000
H 3.391 1.045 -1.732 0.001
P -0.912 2.767 -0.839 0.326
C -1.152 3.641 0.726 0.061
H -1.520 4.653 0.500 0.016
H -0.200 3.710 1.252 0.001
H -1.877 3.104 1.338 0.000
C 0.339 3.871 -1.666 0.032
H 0.282 3.857 -2.764 0.000
H 1.348 3.526 -1.385 0.002
H 0.241 4.906 -1.309 0.007
C -2.657 2.813 -1.490 0.033
H -2.944 3.816 -1.838 0.008
H -3.320 2.544 -0.652 0.000
H -2.843 2.087 -2.297 0.001
P -2.017 -1.937 0.022 0.148
C -2.683 -2.259 1.664 0.028
H -3.387 -3.094 1.569 0.007
H -3.207 -1.365 2.023 0.000
H -1.870 -2.527 2.351 0.000
C -3.445 -1.593 -1.013 0.021
H -4.298 -2.139 -0.592 0.005
H -3.290 -1.918 -2.048 0.000
H -3.670 -0.516 -0.980 0.002
C -0.988 -3.380 -0.289 0.005
H -1.660 -4.227 -0.492 0.002
H -0.405 -3.596 0.621 0.001
H -0.314 -3.253 -1.142 0.002
Os 0.006 0.189 -1.237 1.046
C 1.009 0.955 0.199 0.081
O 1.407 1.564 1.149 0.018
C -1.282 -0.036 0.282 0.149
O -1.753 0.418 1.309 0.112
C -1.285 -0.010 -3.025 0.019
C -0.766 -1.293 -2.870 0.084
C 0.611 -1.490 -2.852 0.067
C 1.474 -0.398 -2.897 0.075
C 0.962 0.897 -3.001 0.009
C -0.421 1.088 -3.151 0.071
H -2.365 0.133 -3.078 0.000
H -1.428 -2.140 -2.779 0.004
H 1.020 -2.483 -2.774 0.004
H 2.541 -0.553 -2.838 0.002
H 1.627 1.754 -3.026 0.000
H -0.834 2.099 -3.259 0.001
N 0.315 -0.022 4.427 0.011
C -0.167 -1.442 4.498 0.048
C 0.445 -2.138 3.289 0.070
O 0.787 -3.334 3.397 0.800
O 0.554 -1.373 2.264 0.065
H 1.327 -0.007 4.228 0.001
H 0.139 0.465 5.320 0.002
H -0.183 0.477 3.662 0.000
H 0.174 -1.918 5.429 0.000
H -1.258 -1.443 4.409 0.002

No. 7
22
Properties=species:S:1:pos:R:3:mulliken_charge:R:1 method="wB97M-V/def2-TZVPD" charge=0 smiles="COC(=O)[C@](O)(F)c1ccccc1" e_above_lowest_ev=0.000 multiplicity=1 e_homo_ha=-0.3497 fmax_ev_per_a=0.64
C -2.832 1.515 -0.594 -0.722
O -1.738 0.883 0.068 -0.233
C -1.843 -0.407 0.298 0.592
O -2.770 -1.116 0.005 -0.612
C -0.611 -0.981 1.047 0.964
O -0.684 -2.339 1.081 -0.594
F -0.742 -0.484 2.357 -0.365
C 0.672 -0.486 0.432 0.032
C 1.175 -1.145 -0.682 -0.445
C 2.329 -0.685 -1.290 -0.585
C 2.978 0.433 -0.793 -0.392
C 2.474 1.088 0.317 -0.584
C 1.320 0.635 0.931 -0.326
H -2.772 2.571 -0.344 0.236
H -3.777 1.087 -0.257 0.329
H -2.736 1.375 -1.672 0.308
H -1.618 -2.609 1.069 0.392
H 0.667 -2.021 -1.055 0.423
H 2.720 -1.200 -2.154 0.396
H 3.879 0.791 -1.270 0.385
H 2.981 1.957 0.710 0.386
H 0.925 1.140 1.798 0.413

No. 8
157
Properties=species:S:1:pos:R:3:mulliken_charge:R:1 method="wB97M-V/def2-TZVPD" charge=+1 multiplicity=1 e_homo_ha=-0.4009 fmax_ev_per_a=2.18
C 4.236 2.704 4.612 -1.227
P 4.115 0.896 4.290 0.074
C 5.595 0.692 3.220 -1.109
C 2.679 0.836 3.069 -1.269
C 2.423 -0.350 2.126 0.811
C 3.543 -0.767 1.198 -0.798
C 4.486 -1.815 1.766 -1.142
C 3.951 -3.240 1.671 0.157
C 4.733 -4.179 2.560 -1.110
O 6.052 -4.303 2.006 -0.359
C 7.029 -3.671 2.653 0.127
O 7.914 -3.119 2.105 -0.418
C 1.144 0.160 1.440 -0.889
I 1.527 1.622 -0.017 0.331
P 0.024 -1.142 0.590 0.191
N 0.233 -2.462 1.641 -0.567
O 1.047 -1.487 -0.647 -0.065
C 0.407 0.667 2.630 0.254
C -1.072 0.782 2.648 -1.022
C -1.802 -0.347 3.442 -0.376
C -3.079 -0.795 2.761 0.071
O -3.035 -1.483 1.780 -0.690
N -4.265 -0.347 3.312 0.017
C -5.238 -1.376 3.662 0.249
C -4.845 -2.492 4.409 -0.041
C -5.779 -3.489 4.727 -0.733
C -7.110 -3.354 4.317 -0.496
C -7.503 -2.222 3.589 -0.769
C -6.568 -1.234 3.247 -0.599
N 1.257 0.975 3.595 0.477
P 0.832 1.483 5.220 0.266
N 2.042 1.924 6.028 -0.557
O -0.224 2.599 4.872 -0.503
O -0.054 0.295 5.781 -0.478
H 3.304 3.192 4.365 0.362
H 5.050 3.146 4.050 0.501
H 4.389 2.819 5.674 0.345
H 6.077 -0.252 3.419 0.266
H 6.282 1.473 3.530 0.648
H 5.431 0.817 2.157 0.334
H 2.797 1.731 2.453 0.574
H 2.160 -1.182 2.781 0.208
H 3.096 -1.179 0.301 0.335
H 4.084 0.108 0.862 0.854
H 4.727 -1.619 2.806 0.477
H 5.404 -1.770 1.188 0.246
H 4.081 -3.609 0.656 0.241
H 2.907 -3.295 1.968 -0.028
H 4.806 -3.763 3.565 0.445
H 4.284 -5.161 2.645 0.383
H 6.985 -3.734 3.745 0.488
H 0.921 -3.155 1.370 0.268
H -0.671 -2.909 1.737 0.246
H 1.018 -2.431 -0.843 0.251
H -1.361 1.737 3.068 0.913
H -1.420 0.781 1.623 0.055
H -2.050 0.044 4.415 0.737
H -1.169 -1.208 3.613 0.540
H -4.080 0.227 4.123 0.271
H -3.824 -2.599 4.746 0.382
H -5.458 -4.344 5.299 0.386
H -7.822 -4.121 4.575 0.415
H -8.531 -2.128 3.280 0.455
H -6.886 -0.384 2.672 0.668
H 2.206 1.387 6.868 0.216
H -1.029 2.501 5.400 0.387
H 0.496 -0.489 5.919 0.352
C 2.596 0.141 -4.379 -0.191
C 2.435 -1.325 -4.038 -0.297
O 3.392 -1.486 -2.968 -0.347
C 3.616 -0.285 -2.413 0.702
O 4.235 -0.117 -1.402 -0.616
O 3.047 0.697 -3.124 -0.332
H 1.672 0.614 -4.697 0.281
H 3.369 0.315 -5.125 0.227
H 1.441 -1.553 -3.651 0.176
H 2.669 -1.988 -4.864 0.356
C 10.232 -5.554 2.001 0.045
C 11.144 -5.920 0.844 -0.306
O 12.372 -6.217 1.516 -0.330
C 12.096 -6.565 2.795 0.629
O 12.876 -7.024 3.559 -0.513
O 10.793 -6.312 3.078 -0.356
H 9.195 -5.838 1.843 0.144
H 10.280 -4.494 2.251 0.135
H 10.809 -6.814 0.314 0.269
H 11.290 -5.114 0.131 0.268
C -3.722 1.078 -0.390 -0.078
C -4.760 1.763 -1.258 -0.147
O -3.936 2.456 -2.211 -0.340
C -2.747 1.832 -2.286 0.427
O -1.930 2.051 -3.122 -0.371
O -2.624 0.916 -1.304 -0.278
H -4.034 0.113 -0.003 0.260
H -3.394 1.711 0.438 0.102
H -5.392 1.055 -1.791 0.278
H -5.388 2.465 -0.724 0.156
C -1.039 4.050 -5.592 -0.096
C -2.181 4.645 -4.792 0.155
O -2.247 5.982 -5.309 -0.404
C -1.708 5.990 -6.551 0.557
O -1.770 6.900 -7.310 -0.541
O -1.099 4.810 -6.807 -0.358
H -1.167 2.992 -5.799 0.079
H -0.069 4.215 -5.121 0.328
H -3.124 4.137 -4.995 0.036
H -2.000 4.650 -3.723 0.241
C -9.272 1.201 6.824 -0.378
C -10.161 2.038 5.921 -0.363
O -9.227 2.486 4.927 -0.282
C -8.187 1.625 4.886 0.664
O -7.331 1.640 4.057 -0.471
O -8.251 0.758 5.913 -0.324
H -9.775 0.346 7.264 0.312
H -8.802 1.790 7.612 0.272
H -10.932 1.442 5.431 0.270
H -10.621 2.887 6.416 0.300
C -9.023 4.538 0.650 -0.342
C -9.481 3.673 1.809 -0.199
O -9.428 2.357 1.251 -0.299
C -8.549 2.361 0.233 0.690
O -8.148 1.389 -0.319 -0.537
O -8.177 3.626 -0.070 -0.315
H -8.459 5.415 0.953 0.279
H -9.844 4.844 0.001 0.261
H -8.804 3.717 2.662 0.137
H -10.491 3.898 2.142 0.358
C -5.763 1.927 -7.137 -0.361
C -4.750 2.831 -7.818 -0.334
O -3.566 2.580 -7.047 -0.268
C -3.680 1.364 -6.461 0.627
O -2.794 0.814 -5.892 -0.478
O -4.929 0.882 -6.614 -0.357
H -6.503 1.511 -7.813 0.321
H -6.268 2.418 -6.304 0.245
H -4.563 2.543 -8.853 0.254
H -5.006 3.886 -7.780 0.329
C 0.459 -0.069 -9.742 -0.142
C 1.577 0.881 -10.135 -0.303
O 2.435 0.812 -8.990 -0.322
C 2.212 -0.354 -8.354 0.681
O 2.897 -0.781 -7.480 -0.560
O 1.129 -0.976 -8.859 -0.325
H 0.029 -0.611 -10.580 0.302
H -0.328 0.430 -9.185 0.111
H 2.132 0.537 -11.008 0.262
H 1.249 1.904 -10.295 0.300
C 7.983 -2.047 -1.073 0.011
C 7.139 -1.383 -2.146 0.381
O 8.133 -0.732 -2.946 -0.374
C 9.316 -1.369 -2.773 0.549
O 10.292 -1.178 -3.416 -0.530
O 9.224 -2.259 -1.753 -0.380
H 7.581 -2.994 -0.723 0.161
H 8.158 -1.393 -0.217 0.221
H 6.608 -2.109 -2.766 0.107
H 6.432 -0.663 -1.751 -0.139

No. 9
50
Properties=species:S:1:pos:R:3:lowdin_spin:R:1 method="wB97M-V/def2-TZVPD" charge=+2 s2=8.791 e_above_lowest_ev=0.868 multiplicity=6 e_homo_ha="-0.3688 / -0.5565" fmax_ev_per_a=3.06
C 0.274 0.870 -6.924 0.561
C 1.643 1.333 -6.658 0.095
C 0.037 -0.534 -7.301 0.092
C -0.864 1.794 -6.813 0.094
Cl -0.605 -1.510 -2.615 0.488
H 0.050 -0.717 -8.389 0.034
H -0.949 -0.875 -6.946 0.010
H 0.809 -1.193 -6.871 0.008
H 2.171 1.713 -7.549 0.034
H 2.261 0.508 -6.268 0.009
H 1.650 2.154 -5.924 0.009
H -1.135 2.293 -7.759 0.034
H -0.654 2.598 -6.091 0.008
H -1.768 1.256 -6.485 0.010
C 1.224 -1.073 0.693 0.038
C 1.166 -2.235 -0.177 0.090
C 1.971 -1.926 -1.337 0.236
H 0.671 -3.182 0.043 0.001
C 2.311 -0.569 -1.308 0.193
C 1.761 0.021 -0.122 0.076
H 1.902 1.046 0.225 0.001
H 0.975 -1.045 1.747 0.008
H 2.240 -2.668 -2.082 0.010
H 2.924 -0.026 -2.028 0.006
C -1.358 1.043 0.039 0.075
C -1.532 -0.184 0.828 0.038
C -2.248 -1.112 -0.022 0.089
H -1.231 -0.351 1.854 0.006
C -2.793 -0.349 -1.120 0.243
C -2.238 0.943 -1.096 0.190
H -2.450 1.764 -1.772 0.006
H -0.834 1.933 0.379 0.001
H -2.407 -2.178 0.173 0.001
H -3.513 -0.748 -1.819 0.011
Ir -0.218 -0.631 -0.661 1.190
N 2.383 2.609 7.041 0.019
C 1.198 2.939 6.425 -0.004
O 0.380 3.689 6.946 0.087
C 1.009 2.352 5.060 0.004
C 2.034 1.741 4.328 0.140
C 1.732 1.153 3.097 0.231
N 0.498 1.168 2.579 0.016
C -0.472 1.817 3.233 0.224
C -0.259 2.428 4.468 0.259
H 2.485 2.899 7.996 0.000
H 2.923 1.814 6.751 0.000
H 3.061 1.702 4.678 0.004
H 2.520 0.655 2.531 0.008
H -1.456 1.839 2.762 0.007
H -1.095 2.934 4.938 0.007

> Which value of multiplicity does entry 8 give?

1